--- i ---
Formula: C3H5N2O2
Source: the Open Molecules 2025 dataset
Level of theory: ωB97M-V with the def2-TZVPD basis set

Each line ends with the Mulliken charge.
Geometry (Å):
C  -0.08  -0.31  0.01  -0.356
C  -0.91  0.67  -0.34  -0.023
C  1.53  0.97  -1.31  0.606
O  2.63  0.70  -1.09  -0.310
N  -0.41  -1.15  1.24  -0.383
H  0.73  -0.76  -0.56  0.368
H  -1.28  -0.98  1.75  0.375
N  0.60  1.53  -1.84  -0.209
H  -0.56  -2.19  1.01  0.416
H  -1.75  0.91  0.37  0.283
H  0.16  -0.89  2.11  0.389
O  -0.67  1.51  -1.35  -0.154

Properties
- Kohn-Sham gap: 9.58 eV
- SMILES: [NH3+]/C=C/ON=C=O
- Total charge: +1
- LUMO energy: -4.5 eV


--- ii ---
Formula: C3H5N2O2
Source: the Open Molecules 2025 dataset
Level of theory: ωB97M-V with the def2-TZVPD basis set

Each line ends with the Mulliken charge.
Geometry (Å):
O  0.16  2.45  -1.73  -0.328
O  -1.88  0.84  1.11  -0.167
N  1.25  0.63  -0.75  -0.356
N  -0.89  0.19  1.25  0.498
H  0.00  0.44  1.69  0.366
H  0.78  -1.23  -1.02  0.415
C  0.54  1.46  -1.27  0.592
H  1.71  -0.79  0.46  0.394
C  -0.54  -0.85  0.39  -0.497
H  -1.31  -0.59  -0.60  0.389
H  -0.69  -1.95  0.65  0.322
C  0.87  -0.62  -0.17  -0.628

Properties
- Kohn-Sham gap (alpha / beta): 6.52 / 6.52 eV
- SMILES: O=C=NCC[NH+]=O
- Total charge: +1
- LUMO energy (alpha / beta): -8.6 / -8.6 eV


--- iii ---
Formula: C3H5N2O2
Source: the Open Molecules 2025 dataset
Level of theory: ωB97M-V with the def2-TZVPD basis set

Each line ends with the Mulliken charge.
Geometry (Å):
O  3.40  0.19  -0.28  -0.384
H  0.10  -2.02  0.96  0.457
C  2.26  0.05  -0.03  0.367
N  -0.36  -0.43  -0.66  -0.206
N  1.31  1.08  0.12  -0.185
C  0.03  0.55  0.37  -0.149
H  -0.12  -0.26  -1.66  0.338
C  0.38  -1.20  0.40  -0.029
O  1.69  -1.20  0.17  -0.277
H  -1.37  -0.70  -0.84  0.347
H  1.56  1.94  0.60  0.312
H  -0.76  0.94  1.03  0.411

Properties
- Kohn-Sham gap: 10.96 eV
- SMILES: O=C1N[C@H]2[NH2+][C@H]2O1
- Total charge: +1
- LUMO energy: -3.9 eV


Stability, lowest: ii


--- i ---
Formula: C3H6ClNO
Source: the Open Molecules 2025 dataset
Level of theory: ωB97M-V with the def2-TZVPD basis set

Each line ends with the Mulliken charge.
Geometry (Å):
C  0.38  -0.07  0.94  -0.162
H  -1.32  1.09  1.59  0.263
H  0.77  -0.16  1.98  0.337
C  -0.90  -0.85  0.51  -0.358
Cl  1.67  0.05  -0.24  -0.203
C  -0.88  0.63  0.66  0.126
H  -1.41  -1.48  1.22  0.351
N  -1.04  1.30  -0.61  -0.629
H  -1.97  1.69  -0.77  0.199
H  -0.36  2.05  -0.65  0.217
O  -0.93  -1.35  -0.79  -0.547
H  -0.99  -0.54  -1.33  0.405

Properties
- Kohn-Sham gap: 9.94 eV
- SMILES: N[C@H]1[C@@H](O)[C@H]1Cl
- LUMO energy: 0.8 eV


--- ii ---
Formula: C3H6ClNO
Source: the Open Molecules 2025 dataset
Level of theory: ωB97M-V with the def2-TZVPD basis set

Each line ends with the Mulliken charge.
Geometry (Å):
C  1.26  0.76  -0.58  -1.367
C  -0.16  0.35  0.03  1.459
H  1.11  1.76  -0.87  0.377
H  -0.98  -1.36  1.21  0.408
C  -0.15  -1.10  0.53  -1.279
H  0.83  -1.12  1.02  0.345
N  -1.28  0.94  -0.44  -0.524
O  -0.86  1.35  0.73  -0.191
H  -0.13  -1.89  -0.26  0.294
Cl  -3.05  -0.40  -0.17  -0.286
H  1.47  0.22  -1.38  0.383
H  1.93  0.49  0.19  0.382

Properties
- Kohn-Sham gap (alpha / beta): 8.74 / 8.74 eV
- LUMO energy (alpha / beta): -1.4 / -1.4 eV


Stability, lowest: ii


--- i ---
Formula: C6H16N2
Source: the Open Molecules 2025 dataset
Level of theory: ωB97M-V with the def2-TZVPD basis set

Each line ends with the Mulliken charge.
Geometry (Å):
H  0.21  1.27  -0.75  0.164
H  -3.36  -0.55  1.44  0.224
H  3.97  -0.31  -3.24  0.243
H  2.00  -0.15  -0.35  0.164
H  -1.97  -1.50  1.87  0.420
C  1.47  -0.36  -1.27  -1.224
N  3.65  -0.02  -2.34  -0.653
H  -0.87  1.02  1.33  0.204
H  1.85  0.00  -3.35  0.360
H  -2.78  1.22  3.14  0.489
C  2.21  0.36  -2.39  -0.127
H  2.14  1.43  -2.24  0.439
C  -2.35  -0.49  1.82  0.374
C  -1.49  0.31  0.83  -1.862
H  0.11  -0.91  0.61  0.316
C  0.08  0.20  -1.00  -0.380
H  -0.55  0.25  -1.90  0.326
N  -0.65  -0.58  0.02  0.331
H  -3.03  -0.41  3.89  0.517
H  1.48  -1.44  -1.45  -0.475
H  -2.07  0.93  0.14  0.166
H  -1.47  0.30  3.66  0.522
H  3.86  -0.74  -1.65  0.369
C  -2.44  0.18  3.18  -1.908

Properties
- Kohn-Sham gap (alpha / beta): 2.33 / 9.55 eV
- Total charge: -1
- 2S+1: 2
- LUMO energy (alpha / beta): 3.8 / 4.0 eV


--- ii ---
Formula: C6H16N2
Source: the Open Molecules 2025 dataset
Level of theory: ωB97M-V with the def2-TZVPD basis set

Each line ends with the Mulliken charge.
Geometry (Å):
H  0.31  -1.14  -1.36  0.152
H  -1.97  -1.98  -2.01  0.182
N  2.04  -1.26  1.50  -0.556
H  -2.47  -0.31  -2.43  0.160
C  -1.59  -1.02  -2.40  -0.916
C  1.21  -0.24  0.82  0.953
C  -0.29  -0.49  1.03  -1.449
H  2.25  -1.13  2.52  0.461
H  -0.44  -1.53  1.28  0.145
H  1.50  -0.12  -0.32  -0.865
H  2.73  1.17  1.39  0.829
H  1.40  1.44  2.39  0.327
H  -1.15  -1.09  -3.42  0.710
N  -1.16  -0.13  -0.13  0.405
H  -2.37  1.29  0.70  0.370
H  -2.17  1.61  -1.00  0.409
C  -0.55  -0.45  -1.45  -1.332
C  1.64  1.11  1.37  -2.726
H  -0.68  0.08  1.90  0.394
H  -0.03  0.43  -1.89  0.352
H  1.26  1.88  0.68  1.006
C  -1.63  1.28  -0.10  -1.040
H  2.85  -1.32  0.85  0.793
H  -0.70  1.90  0.08  0.235

Properties
- Kohn-Sham gap (alpha / beta): 2.59 / 8.64 eV
- Total charge: -1
- 2S+1: 2
- LUMO energy (alpha / beta): 3.9 / 3.8 eV


--- iii ---
Formula: C6H16N2
Source: the Open Molecules 2025 dataset
Level of theory: ωB97M-V with the def2-TZVPD basis set

Each line ends with the Mulliken charge.
Geometry (Å):
H  -1.55  -4.04  1.33  0.411
C  1.06  1.86  -0.84  -0.949
C  2.22  2.72  -0.10  -1.692
C  0.13  1.26  0.31  -1.026
H  0.30  -2.61  -0.35  0.213
H  -0.69  1.86  0.74  0.615
H  -1.41  -2.55  -0.56  0.222
H  1.84  3.61  0.48  0.403
H  -0.97  -0.49  -2.17  0.165
H  1.67  1.08  -1.42  0.160
H  0.80  1.23  1.18  0.068
H  -0.34  -0.90  1.76  0.166
N  -0.82  -3.34  1.35  -0.189
H  2.99  3.08  -0.89  0.451
C  -0.88  -1.03  0.87  -1.473
H  -1.27  1.09  -1.59  0.588
H  0.57  2.31  -1.74  0.563
H  2.84  2.06  0.42  0.580
H  -2.34  -0.15  -0.79  0.449
H  0.04  -3.71  1.78  0.315
C  -0.63  -2.53  0.21  -1.328
N  -0.38  -0.06  -0.09  1.969
C  -1.34  0.13  -1.23  -2.237
H  -1.85  -0.88  1.34  0.558

Properties
- Kohn-Sham gap (alpha / beta): 2.34 / 8.28 eV
- Total charge: -1
- 2S+1: 2
- LUMO energy (alpha / beta): 3.8 / 3.9 eV


Stability, lowest: iii


--- i ---
Formula: H5N4O
Source: the Open Molecules 2025 dataset
Level of theory: ωB97M-V with the def2-TZVPD basis set

Each line ends with the Mulliken charge.
Geometry (Å):
H  -0.93  -1.36  0.19  0.431
N  0.10  -1.34  0.16  -0.593
H  -1.42  1.48  0.54  0.075
O  2.36  0.22  0.43  -0.777
H  0.25  -1.16  1.10  0.280
N  1.41  0.29  -0.52  0.045
H  1.40  1.15  -1.15  0.267
H  -2.11  0.43  -0.43  0.045
N  -1.36  0.52  0.24  -0.863
N  0.30  -0.24  -0.58  0.089

Properties
- Kohn-Sham gap (alpha / beta): 6.83 / 6.83 eV
- Total charge: -1
- LUMO energy (alpha / beta): 5.0 / 5.0 eV


--- ii ---
Formula: H5N4O
Source: the Open Molecules 2025 dataset
Level of theory: ωB97M-V with the def2-TZVPD basis set

Each line ends with the Mulliken charge.
Geometry (Å):
H  0.92  -0.39  0.08  0.281
H  -1.26  -1.31  -0.28  0.263
N  -2.48  0.52  0.24  0.143
H  -3.00  1.29  0.75  0.234
O  -2.79  0.00  -0.96  -0.788
H  0.65  0.58  -1.07  0.233
N  -1.73  -0.15  1.09  -0.200
N  -1.03  -1.15  0.75  -0.621
H  2.08  0.70  -0.18  0.175
N  1.41  0.07  -0.60  -0.719

Properties
- Kohn-Sham gap (alpha / beta): 7.09 / 7.09 eV
- Total charge: -1
- LUMO energy (alpha / beta): 4.8 / 4.8 eV


Stability, lowest: i


--- i ---
Formula: C3H10N2S2
Source: the Open Molecules 2025 dataset
Level of theory: ωB97M-V with the def2-TZVPD basis set

Each line ends with the Mulliken charge.
Geometry (Å):
H  1.38  -1.43  -1.55  0.154
H  1.65  1.20  -0.13  0.293
H  -0.37  -1.07  0.11  0.490
H  -0.62  -0.03  -1.94  0.272
C  1.46  0.10  -0.04  -0.637
N  1.94  -0.72  -1.12  -0.362
H  -2.56  -1.50  0.05  0.140
S  -2.45  0.85  1.24  -0.055
N  -0.69  0.55  -1.11  -0.484
H  -0.13  1.66  1.46  0.388
C  -0.61  0.67  1.36  -0.910
H  -0.28  0.14  2.27  0.376
S  -3.18  -1.06  1.16  -0.183
H  2.89  -0.71  -1.45  0.149
C  -0.08  -0.04  0.10  -0.159
H  -0.29  1.44  -1.36  0.221
H  1.92  -0.06  0.94  0.306

Properties
- Kohn-Sham gap: 8.94 eV
- SMILES: NC[C@H](N)CSS
- LUMO energy: 0.6 eV


--- ii ---
Formula: C3H10N2S2
Source: the Open Molecules 2025 dataset
Level of theory: ωB97M-V with the def2-TZVPD basis set

Each line ends with the Mulliken charge.
Geometry (Å):
C  0.13  -0.26  0.22  0.268
S  -2.06  -1.12  -1.17  -0.037
C  1.14  0.85  0.55  -0.912
H  -0.39  -0.56  1.12  0.225
H  2.75  -0.06  1.53  0.234
H  1.50  0.39  2.54  0.219
H  1.69  -1.54  0.17  0.228
H  -1.45  1.08  -0.42  0.465
N  0.78  -1.50  -0.28  -0.601
H  0.56  1.75  0.79  0.360
S  -3.67  -0.05  -1.88  -0.239
C  -0.88  0.23  -0.79  -0.910
H  1.74  1.04  -0.34  0.382
N  1.99  0.58  1.69  -0.526
H  0.96  -1.37  -1.27  0.263
H  -0.39  0.57  -1.71  0.423
H  -4.39  -0.03  -0.74  0.155

Properties
- Kohn-Sham gap: 9.55 eV
- SMILES: NC[C@H](N)CSS
- LUMO energy: 0.7 eV


--- iii ---
Formula: C3H10N2S2
Source: the Open Molecules 2025 dataset
Level of theory: ωB97M-V with the def2-TZVPD basis set

Each line ends with the Mulliken charge.
Geometry (Å):
H  -0.49  -1.12  1.68  0.361
S  1.74  -1.89  1.52  -0.024
H  -1.65  0.94  0.51  0.287
N  -1.43  1.44  -1.39  -0.647
N  -1.06  -1.22  -0.84  -0.500
H  0.99  -0.38  -0.84  0.255
H  -0.12  1.84  0.34  0.425
C  0.40  -0.68  1.18  -1.168
C  -0.02  -0.35  -0.30  0.737
H  -1.97  -0.82  -0.96  0.226
H  -1.25  2.44  -1.36  0.259
H  -0.79  -2.08  -1.27  0.163
H  3.12  0.32  1.45  0.159
H  -0.90  1.18  -2.22  0.229
S  3.47  -0.81  0.80  -0.232
H  0.69  0.17  1.79  0.341
C  -0.73  1.02  -0.10  -0.871

Properties
- Kohn-Sham gap: 8.78 eV
- SMILES: NC[C@H](N)CSS
- LUMO energy: 0.3 eV


Stability, lowest: iii


--- i ---
Formula: C4H4N2OS
Source: the Open Molecules 2025 dataset
Level of theory: ωB97M-V with the def2-TZVPD basis set

Each line ends with the Mulliken charge.
Geometry (Å):
N  0.93  -0.80  0.09  -0.079
C  -0.28  -0.12  -0.03  0.451
H  1.06  -1.79  -0.02  0.216
H  -0.50  2.18  0.02  0.269
O  -2.69  -0.16  0.00  -0.494
C  -1.50  -0.72  -0.04  -0.036
S  3.59  -0.31  -0.02  -0.337
N  1.41  1.39  -0.04  -0.500
H  -2.67  0.84  0.18  0.325
H  -1.45  -1.86  -0.20  0.238
C  1.97  0.09  0.05  -0.064
C  0.13  1.26  0.00  0.010

Properties
- Kohn-Sham gap: 7.20 eV
- SMILES: O/C=C1\C=NC(=S)N1
- LUMO energy: -0.9 eV


--- ii ---
Formula: C4H4N2OS
Source: the Open Molecules 2025 dataset
Level of theory: ωB97M-V with the def2-TZVPD basis set

Each line ends with the Mulliken charge.
Geometry (Å):
S  3.73  -0.42  0.10  -0.296
N  -0.04  -0.19  -0.19  0.860
C  -1.28  -0.77  -0.03  0.093
H  -2.61  0.93  0.42  0.278
O  1.07  -1.00  -0.16  -0.288
C  2.11  -0.06  -0.01  0.069
C  -2.44  -0.14  0.22  -0.749
C  1.53  1.20  -0.03  -0.135
H  2.09  2.08  -0.13  0.439
N  0.25  1.06  -0.14  -0.798
H  -3.27  -0.79  0.28  0.267
H  -1.14  -1.90  -0.34  0.258

Properties
- Kohn-Sham gap: 7.60 eV
- SMILES: C=Cn1ncc(=S)o1
- LUMO energy: -0.7 eV


--- iii ---
Formula: C4H4N2OS
Source: the Open Molecules 2025 dataset
Level of theory: ωB97M-V with the def2-TZVPD basis set

Each line ends with the Mulliken charge.
Geometry (Å):
C  0.74  -1.40  -0.87  0.066
C  -1.61  -0.72  -0.58  0.179
C  0.01  0.54  0.51  0.730
C  0.89  -0.40  0.12  -0.362
N  -1.36  0.31  0.16  -0.590
H  -2.67  -0.75  -0.77  0.401
H  -0.59  2.46  1.38  0.305
N  0.26  1.85  0.94  -0.510
O  -0.66  -1.47  -1.13  -0.354
S  1.85  -2.30  -1.68  -0.303
H  1.19  1.90  1.51  0.290
H  1.95  0.00  0.40  0.149

Properties
- Kohn-Sham gap: 8.47 eV
- SMILES: Nc1cc(=S)ocn1
- LUMO energy: 0.0 eV


Stability, lowest: ii


--- i ---
Formula: C3H6N2O2S
Source: the Open Molecules 2025 dataset
Level of theory: ωB97M-V with the def2-TZVPD basis set

Each line ends with the Mulliken charge.
Geometry (Å):
N  1.87  -2.62  3.18  -0.365
H  -0.99  0.58  0.64  0.356
C  2.27  -1.54  3.18  0.103
H  -1.16  2.49  -0.79  0.205
O  3.03  -0.46  0.12  -0.364
H  2.72  -0.62  2.93  0.273
S  3.40  0.39  -1.01  0.671
C  -0.25  2.03  -1.24  -0.337
H  -0.08  -0.88  0.01  0.338
H  0.61  0.29  0.97  0.226
O  3.10  -0.01  -2.34  -0.333
N  0.37  0.91  -0.93  -0.228
C  -0.08  0.15  0.19  -0.808
H  0.03  2.55  -2.14  0.265

Properties
- Kohn-Sham gap: 9.29 eV
- LUMO energy: -0.9 eV


--- ii ---
Formula: C3H6N2O2S
Source: the Open Molecules 2025 dataset
Level of theory: ωB97M-V with the def2-TZVPD basis set

Each line ends with the Mulliken charge.
Geometry (Å):
O  -1.61  -0.27  0.21  -0.249
N  -1.12  -0.25  -1.14  -0.474
N  0.99  0.22  -1.83  -0.370
H  0.09  -0.30  3.06  0.238
C  -0.45  0.45  2.16  -0.935
C  -0.55  -0.49  1.06  0.429
S  0.99  0.43  -3.54  -0.122
H  1.93  -0.04  -1.41  0.290
O  0.54  0.02  0.26  -0.286
H  -1.57  0.82  2.73  0.268
H  -0.21  -1.59  1.50  0.238
H  0.26  1.62  1.88  0.247
C  0.10  0.08  -0.86  0.597
H  0.61  -0.69  -4.08  0.128

Properties
- Kohn-Sham gap: 9.17 eV
- LUMO energy: 0.6 eV


--- iii ---
Formula: C3H6N2O2S
Source: the Open Molecules 2025 dataset
Level of theory: ωB97M-V with the def2-TZVPD basis set

Each line ends with the Mulliken charge.
Geometry (Å):
H  -1.71  -0.93  1.15  0.285
H  -2.60  0.13  -0.91  0.351
C  -1.60  -0.29  -0.91  -1.206
H  2.28  0.55  1.73  0.403
O  2.32  -1.95  0.00  -0.462
N  0.26  -0.84  0.65  -0.192
H  -1.06  0.69  0.94  0.261
C  1.89  1.14  0.95  -0.225
N  1.62  1.83  0.07  0.461
O  1.25  2.49  -0.84  -0.625
C  -1.06  -0.33  0.51  -0.213
H  -0.97  0.34  -1.53  0.330
H  -1.64  -1.29  -1.34  0.363
S  1.01  -1.56  -0.48  0.467

Properties
- Kohn-Sham gap: 8.98 eV
- LUMO energy: -0.6 eV


--- iv ---
Formula: C3H6N2O2S
Source: the Open Molecules 2025 dataset
Level of theory: ωB97M-V with the def2-TZVPD basis set

Each line ends with the Mulliken charge.
Geometry (Å):
N  2.21  1.55  -0.44  -0.362
S  -2.89  -1.96  -0.74  -0.234
H  -2.83  -0.28  1.08  0.282
H  -2.39  0.63  -0.55  0.297
O  3.58  2.00  -0.30  -0.372
H  3.50  2.87  -0.72  0.359
O  1.36  -0.51  0.40  -0.048
C  -0.90  -0.74  0.53  -0.299
H  -4.29  -1.75  -0.96  0.148
H  -0.73  -1.51  1.28  0.462
H  3.28  -0.20  0.38  0.256
C  2.30  0.38  0.06  0.267
N  0.19  -0.13  -0.11  -0.416
C  -2.39  -0.35  0.08  -0.339

Properties
- Kohn-Sham gap: 9.41 eV
- SMILES: O/N=C/O/N=C/CS
- LUMO energy: 0.3 eV


Stability, lowest: ii